1.
C3H6S3 | wB97M-V/def2-TZVPD

Output
relative energy (zero: lowest compared OMol25 entry of this formula, charge and spin) = 19.7 kcal per mole
orbital gap = 8.52 eV
charge = 0
E_HOMO = -8.9 eV
SMILES string = C[C@@H](S)C(=S)S
LUMO energy = -0.404 eV
spin multiplicity = 1
largest force on an atom = 3.6 eV/A

The geometry in XYZ format:
```
12
Properties=species:S:1:pos:R:3:lowdin_charge:R:1
S -0.8885 -1.1466 -1.0889 0.769
S 2.1556 1.0971 -0.9571 0.704
S 2.2469 -1.6513 -0.0367 0.709
C -0.0709 -0.1398 0.2406 -0.806
C -0.8225 1.0903 0.4484 -0.196
C 1.3856 -0.0682 -0.2098 -1.247
H 1.0744 -2.3431 0.1119 -0.137
H -1.8539 0.8967 0.8382 0.095
H -0.1546 -0.7812 1.1572 0.101
H -1.9605 -0.4848 -1.2179 -0.187
H -0.2965 1.7984 1.1838 0.110
H -0.8150 1.7326 -0.4698 0.085
```

=====

2.
C5H12ClNSi | wB97M-V/def2-TZVPD

Output
relative energy (zero: lowest compared OMol25 entry of this formula, charge and spin) = 54.8 kcal per mole
orbital gap = 8.66 eV
charge = 0
E_HOMO = -8.2 eV
LUMO energy = 0.459 eV
spin multiplicity = 1
largest force on an atom = 4.1 eV/A

The geometry in XYZ format:
```
20
Properties=species:S:1:pos:R:3:lowdin_charge:R:1
Cl 2.5968 1.0879 0.6248 0.325
Si 1.0810 -0.0996 -0.1080 0.337
N -0.8046 1.1375 -0.4563 -0.235
C 1.4669 -0.6000 -1.8700 -0.205
C 0.7401 -1.3856 1.1743 -0.262
C 0.2162 -2.5842 0.8701 -0.029
C -1.8294 0.4358 0.2833 -0.272
C -0.6749 2.4835 0.1959 -0.191
H -1.6724 -0.7488 0.3003 0.065
H 0.8035 -1.1214 2.1415 0.013
H -2.8742 0.5745 -0.2624 0.102
H -1.0262 3.1629 -0.4793 0.034
H 0.3312 2.8198 0.3872 0.032
H -1.2279 2.6514 1.0739 0.047
H 1.4441 0.2030 -2.5040 -0.006
H -1.7630 0.7430 1.4178 0.093
H 0.7051 -1.1261 -2.3922 0.023
H -0.1745 -3.2897 1.5624 0.051
H 2.3477 -1.2475 -1.9358 0.044
H 0.3143 -3.0965 -0.0235 0.032
```

=====

3.
C2H3N3 | wB97M-V/def2-TZVPD

Output
relative energy (zero: lowest compared OMol25 entry of this formula, charge and spin) = 67.8 kcal per mole
orbital gap = 9.82 eV
charge = 0
E_HOMO = -8.9 eV
LUMO energy = 0.871 eV
spin multiplicity = 1
largest force on an atom = 0.8 eV/A

The geometry in XYZ format:
```
8
Properties=species:S:1:pos:R:3:lowdin_charge:R:1
N 0.9954 -0.1130 -0.2116 -0.051
N 0.5787 0.9545 0.4342 0.029
N -0.1193 -0.9561 -0.3933 -0.035
C -0.7368 0.8502 0.5042 -0.212
C -1.2719 -0.3567 -0.0721 -0.089
H 1.9666 -0.3948 -0.0674 0.155
H -1.3259 1.6271 0.9711 0.074
H -0.0868 -1.6113 -1.1652 0.128
```

=====

4.
C7H13N | wB97M-V/def2-TZVPD

Output
relative energy (zero: lowest compared OMol25 entry of this formula, charge and spin) = 105.1 kcal per mole
orbital gap (spin up / spin down) = 6.91 / 8.17 eV
charge = +1
E_HOMO (spin up / spin down) = -13.1 / -14.4 eV
LUMO energy (spin up / spin down) = -6.221 / -6.283 eV
spin multiplicity = 2
<S²> = 0.794
largest force on an atom = 5.2 eV/A

The geometry in XYZ format:
```
21
Properties=species:S:1:pos:R:3:mulliken_spin:R:1
N 2.2390 -0.1120 1.7029 0.789
C -3.4238 0.4745 -0.2786 0.005
C -2.2699 -0.2416 0.2236 0.123
C 0.3164 0.2673 0.0880 -0.011
C -1.0105 0.2733 -0.3227 -0.015
C 0.7943 -0.0043 1.4794 0.106
C 1.4202 0.5842 -0.7983 0.005
C 2.2421 -0.7258 -1.1077 -0.006
H 2.4442 -0.4910 2.6599 -0.028
H 3.1901 -0.4769 -1.5321 0.000
H 0.0635 0.1867 2.1912 0.017
H 2.2704 -1.2199 -0.1575 0.005
H 1.1102 -1.0435 1.5432 -0.024
H -3.8722 -0.1701 -1.1654 0.026
H -2.0812 -0.9599 1.0706 0.008
H -4.3056 0.5920 0.3622 0.005
H 1.7484 -1.3710 -1.8354 0.000
H -2.9113 1.3821 -0.6266 0.004
H 1.0275 0.9525 -1.8139 0.001
H 2.0157 1.4224 -0.4121 -0.010
H -1.0074 0.6810 -1.2705 0.001
```

=====

5.
C26H33BCsF3I2LiMgN2O12P | wB97M-V/def2-TZVPD

Output
orbital gap = 4.35 eV
charge = 0
E_HOMO = -7.2 eV
LUMO energy = -2.838 eV
spin multiplicity = 1
largest force on an atom = 2.9 eV/A

The geometry in XYZ format:
```
83
Properties=species:S:1:pos:R:3:lowdin_charge:R:1
Cs 1.0756 -5.0202 -4.3367 1.277
I 0.3357 4.8405 4.8499 1.000
I -0.4387 3.1200 -2.6641 0.695
P -0.0578 4.5069 -0.7024 0.506
Mg 4.8277 2.9212 2.0823 0.537
F -0.7616 1.1080 2.4561 0.085
F -1.7010 2.9121 3.1969 -0.044
F -2.7854 1.0472 3.1744 0.117
O 4.9373 -2.9290 -6.1472 0.089
O 3.4094 -3.7673 -7.5809 0.117
O -0.9438 1.6513 -6.2142 0.049
O 5.3386 -4.4576 -7.7034 0.153
O 1.8162 -4.5907 -2.0803 -0.344
O -2.2604 -3.4900 1.2031 0.131
O -0.3054 0.1143 5.0547 -0.098
O 0.6621 2.4988 -5.0866 -0.184
O -1.9752 1.5938 5.7480 -0.111
O 1.4290 3.9556 8.3260 -0.154
O 2.5599 -1.4139 -7.3866 -0.231
O -1.4492 4.2604 0.3067 -0.519
N -5.6830 0.3367 -7.5574 0.125
N 0.2285 1.9206 -6.0698 -0.428
C -1.0295 1.3704 4.9222 -0.588
C -0.9972 -1.3350 -0.0424 0.010
C 2.4471 4.2916 1.0257 -0.327
C 1.4469 3.8539 3.3113 -0.620
C 1.1804 1.5484 -7.1372 0.058
C -1.6444 -6.1751 0.7728 0.017
C -0.9523 -5.1432 0.1634 -0.067
C -1.3057 -7.4890 0.5025 -0.033
C 1.1699 -1.8830 -1.6969 0.020
C -0.2749 -7.7809 -0.3818 -0.043
C -1.5743 1.5455 3.4691 -0.494
C 4.6116 -3.6330 -7.0877 -0.919
C -4.3274 1.9429 -6.0396 -0.072
C 0.7790 -0.5643 -1.4707 -0.038
C -1.0514 -1.0679 5.2183 -0.273
C 2.0021 4.8786 2.3561 -0.365
C -1.5943 -1.6922 3.9396 -0.086
C 0.4708 -2.9294 -1.0896 -0.086
C 0.4284 -6.7555 -0.9861 -0.012
C 0.0986 -5.4317 -0.7116 -0.093
C -0.3105 -0.2943 -0.6442 -0.054
C 0.8670 -4.3324 -1.3420 -0.360
C -0.6116 -2.6427 -0.2505 -0.072
C -5.0839 1.0455 -6.8889 -0.292
C 0.3393 4.4773 9.0739 -0.169
C -1.3568 -3.7330 0.4435 -0.268
B 1.3572 3.5272 0.2625 -0.414
Li -2.7618 3.2337 1.3935 0.798
H -0.0203 -8.8088 -0.5965 0.115
H -0.1606 2.0921 4.9123 0.074
H -1.0823 3.9468 1.1360 -0.036
H 0.4700 4.1593 10.1045 0.074
H -0.3402 -1.7761 5.6511 0.113
H 2.1657 1.8742 -6.8376 0.101
H -0.8531 -1.6355 3.1410 0.065
H 2.2859 -2.3218 -7.5373 -0.111
H 2.0169 -2.0968 -2.3341 0.126
H -0.6151 4.0898 8.7060 0.078
H -1.8448 -2.7388 4.1129 0.072
H -1.8424 -0.9278 5.9601 0.116
H -4.8613 2.1282 -5.1108 0.081
H 2.2207 3.2927 3.7918 0.024
H 1.3137 4.2361 7.4132 -0.051
H 3.3650 3.6857 1.1384 -0.196
H 1.3362 5.7048 2.2170 0.080
H -1.8498 -8.2917 0.9794 0.116
H -3.3626 1.4930 -5.8237 0.054
H 1.3779 2.3297 0.2354 0.048
H -4.1744 2.8866 -6.5572 0.086
H -0.6225 0.7262 -0.4733 0.063
H -2.4485 -5.9425 1.4555 0.129
H -1.8373 -1.1336 0.6071 0.122
H 0.3216 5.5720 9.0447 0.072
H 1.2270 -6.9883 -1.6684 0.108
H 1.3201 0.2471 -1.9370 0.096
H 0.8497 2.0495 -8.0420 0.107
H 0.7457 3.1696 2.8709 0.008
H -2.5045 -1.2043 3.5964 0.061
H 1.1682 0.4560 -7.2679 0.081
H 2.8756 5.3052 2.8245 0.090
H 2.7355 5.1312 0.4022 0.110
```

=====

6.
C22H66O11 | wB97M-V/def2-TZVPD

Output
relative energy (zero: lowest compared OMol25 entry of this formula, charge and spin) = 73.8 kcal per mole
orbital gap = 9.49 eV
charge = 0
E_HOMO = -9.3 eV
SMILES string = CCO.CCO.CCO.CCO.CCO.CCO.CCO.CCO.CCO.CCO.CCO
LUMO energy = 0.145 eV
spin multiplicity = 1
largest force on an atom = 2.2 eV/A

The geometry in XYZ format:
```
99
Properties=species:S:1:pos:R:3:lowdin_charge:R:1
O 2.4130 -2.7300 -3.0135 -0.090
O 1.5872 -3.8857 2.5715 -0.073
O -0.6692 0.8918 0.6911 -0.094
O 2.3872 -1.6073 3.8462 -0.102
O 0.0037 0.6398 3.4688 -0.119
O 2.7618 1.4944 2.8648 -0.091
O -1.8045 -1.1674 -1.4155 -0.107
O -3.6191 0.8738 -1.3095 -0.117
O 1.6843 2.0008 -4.8181 -0.084
O 1.0943 -0.7117 -4.4669 -0.115
O -2.5070 5.6938 -0.9410 -0.067
C 4.4735 3.1349 3.1834 -0.077
C 0.5184 0.2010 0.2757 -0.291
C -0.2346 -1.2139 -4.5009 -0.281
C -0.6446 -1.3785 -5.9724 -0.079
C 1.6098 -3.0423 -1.8798 -0.319
C -3.0380 4.5221 -1.5265 -0.308
C 2.0404 -4.3886 -1.2710 -0.058
C -0.8787 -3.8802 2.5130 -0.072
C 1.6164 3.2793 -4.2304 -0.289
C 3.5365 -1.2133 4.5949 -0.285
C -4.7894 0.8963 -0.4433 -0.247
C 0.9239 0.7587 -1.0506 -0.081
C -1.0883 0.0123 4.1481 -0.272
C -2.9167 -3.2809 -1.7716 -0.088
C 2.9615 2.8371 3.2400 -0.322
C 0.5434 4.1279 -4.9331 -0.090
C 0.4313 -4.1312 1.8039 -0.348
C -0.5624 -0.3874 5.5296 -0.074
C -2.1347 -2.4227 -0.8250 -0.302
C 3.2335 -0.7047 6.0193 -0.062
C -1.8175 3.7058 -1.9614 -0.083
C -4.2284 1.1234 0.9626 -0.080
H -0.9350 -0.5716 -3.9643 0.102
H -1.6513 -4.5658 2.1605 0.071
H -1.0633 4.2219 -2.5482 0.054
H -0.6650 -3.9572 3.5779 0.083
H -3.1705 -4.2575 -1.3456 0.077
H -1.3794 -0.3643 6.2540 0.071
H 1.8291 -2.9497 2.6668 0.047
H -1.8841 0.7559 4.2383 0.112
H 1.2295 1.8096 -0.9919 0.075
H 2.5538 3.8365 -4.2816 0.114
H -3.7812 0.2118 1.3643 0.071
H -1.3718 -0.8832 3.5896 0.100
H -3.3863 1.8168 1.0239 0.067
H -2.4461 -3.5333 -2.7254 0.073
H 1.3396 3.1865 -3.1814 0.098
H -1.3896 3.2846 -1.0477 0.069
H 0.5580 -3.1385 -2.1654 0.090
H -3.6623 3.8775 -0.8961 0.096
H 3.0330 -4.3924 -0.8368 0.083
H 0.2212 5.0323 -4.4201 0.069
H 0.4934 -5.1613 1.4451 0.111
H 4.9968 2.6994 4.0289 0.068
H 1.8351 1.2555 3.0225 0.036
H 1.8260 -5.1971 -1.9666 0.078
H -5.4917 1.6648 -0.7608 0.111
H -0.3621 3.5318 -5.0701 0.070
H 0.5070 -3.5378 0.8825 0.066
H 1.1765 0.2362 -4.6558 0.048
H -0.1346 -2.1925 -4.0346 0.096
H -1.1932 -2.9326 -0.6113 0.092
H -0.6606 -0.4391 -6.5286 0.068
H 2.3607 3.5469 2.6580 0.106
H 2.1644 -0.8977 3.2331 0.061
H -1.2738 -2.9089 2.2040 0.044
H -2.1473 5.5366 -0.0651 0.087
H 4.1063 -0.2169 6.4482 0.071
H -2.6299 -0.6533 -1.3617 0.037
H 0.9109 4.3310 -5.9414 0.071
H -2.7491 -2.1927 0.0527 0.115
H -2.0647 2.8065 -2.5418 0.063
H 1.7834 0.2913 -1.5403 0.083
H 0.0826 0.4264 5.8673 0.068
H -3.9140 1.2778 -2.1330 0.093
H 4.6068 4.2158 3.1084 0.068
H -0.2467 0.6753 2.5288 0.038
H -5.3054 -0.0645 -0.4216 0.109
H 0.1582 0.7811 -1.8311 0.068
H 1.7556 -2.2369 -1.1536 0.098
H -0.0915 -2.1535 -6.4972 0.074
H 1.3356 0.3200 0.9902 0.102
H 0.4446 -0.8913 0.2207 0.096
H -3.7095 4.7691 -2.3505 0.111
H 2.0758 -1.9537 -3.4949 0.035
H 2.0617 1.9853 -5.7021 0.107
H -1.3070 0.7355 -0.0199 0.055
H 4.1521 -2.1155 4.5917 0.113
H 2.4866 0.0835 5.9226 0.055
H 2.8201 -1.5441 6.5732 0.074
H -1.7045 -1.6612 -6.0248 0.067
H 0.0149 -1.3066 5.5433 0.068
H 2.5877 3.1043 4.2374 0.108
H 4.1309 -0.4938 4.0299 0.100
H -4.9817 1.5198 1.6443 0.078
H 1.2368 -4.4319 -0.5258 0.029
H -3.8784 -2.8591 -2.0840 0.073
H 4.8697 2.7810 2.2308 0.072
```